Molecular formula: C3H8OS
Method: DFT, wB97M-V/def2-TZVPD

Each line ends with the natural charge from an NBO analysis.
Geometry (Å):
C 2.20 -0.04 -0.94  -0.590
C 2.70 -0.74 0.09  0.183
O 2.56 -2.07 0.31  -0.664
H 2.79 0.80 -1.28  0.209
H 1.18 -0.02 -1.30  0.212
H 3.42 -0.29 0.76  0.174
H 1.82 -2.35 -0.25  0.476
C -3.08 0.55 0.75  -0.703
S -1.58 0.58 -0.34  -0.070
H -3.98 0.87 0.23  0.217
H -3.15 -0.40 1.26  0.223
H -2.87 1.35 1.46  0.213
H -2.00 1.78 -0.76  0.122

Computed properties:
Total charge: 0
Calculated total energy: -592.452342 Ha
SMILES: C=CO.CS
Energy above the lowest of the compared OMol25 structures with the same formula, charge and spin: 1.788 eV
Gap between HOMO and LUMO: 9.3 eV